Below is a cluster of 14 separate species, C28H84O14 in total in a non-equilibrium geometry, with properties calculated with wB97M-V/def2-TZVPD.

Atoms and positions in Å:
C 6.5213 -7.2193 -30.3545
C 6.2857 -8.7551 -30.2503
O 5.5259 -8.8765 -29.0117
H 7.0062 -6.8007 -29.4726
H 5.6951 -6.6394 -30.7657
H 7.3397 -7.0978 -31.0642
H 7.3230 -9.0376 -30.0708
H 5.7812 -9.1326 -31.1397
H 5.5698 -9.7815 -28.6946
C 17.4714 -3.3807 -30.2389
C 16.5931 -3.7735 -31.4421
O 17.2719 -4.2174 -32.5679
H 16.6403 -3.0280 -29.6282
H 18.0919 -2.4948 -30.3739
H 18.0006 -4.1663 -29.6995
H 15.9172 -2.9745 -31.7471
H 15.9515 -4.5392 -31.0062
H 18.2016 -3.9782 -32.5749
C 1.0240 -0.1573 -33.3218
C 1.2681 -0.1313 -31.8337
O 2.3207 0.8115 -31.4661
H 0.5386 -1.0918 -33.6032
H 1.9262 0.0205 -33.9072
H 0.4237 0.6781 -33.6821
H 1.6900 -1.0706 -31.4762
H 0.3175 0.1062 -31.3560
H 3.1474 0.3952 -31.7206
C 4.1917 -3.2695 -36.3473
C 5.3917 -3.5989 -35.3757
O 5.5310 -2.6845 -34.2623
H 3.2396 -3.3003 -35.8175
H 4.1614 -4.0177 -37.1393
H 4.2612 -2.2967 -36.8342
H 6.2858 -3.5769 -35.9988
H 5.2556 -4.6045 -34.9776
H 6.4459 -2.6746 -33.9718
C 5.0553 -4.1118 -25.2336
C 3.9110 -5.0953 -25.2085
O 4.4638 -6.3569 -24.9582
H 5.4986 -4.1577 -24.2388
H 4.7305 -3.0951 -25.4546
H 5.7658 -4.4098 -26.0046
H 3.5194 -5.0983 -26.2258
H 3.1260 -4.8229 -24.5031
H 4.7185 -6.8341 -25.7514
C 4.3353 2.6975 -26.4228
C 2.8685 2.8986 -26.1613
O 2.3863 3.5759 -27.2367
H 4.8044 2.2481 -25.5475
H 4.9790 3.5769 -26.4450
H 4.5253 2.0544 -27.2821
H 2.7415 3.3657 -25.1847
H 2.4187 1.9063 -26.1267
H 2.2252 2.9110 -27.9101
C 13.6788 -9.6673 -32.9918
C 12.6166 -8.7139 -33.3841
O 13.2279 -7.8329 -34.2027
H 13.6175 -10.2604 -32.0793
H 14.6261 -9.1689 -32.7861
H 13.7294 -10.3513 -33.8390
H 12.3075 -8.1740 -32.4890
H 11.7119 -9.0362 -33.8995
H 14.0250 -7.3738 -33.9281
C 9.3620 6.2003 -27.7328
C 9.0359 7.3825 -28.6128
O 9.9644 7.3412 -29.6938
H 8.8852 5.2857 -28.0853
H 8.9982 6.3030 -26.7104
H 10.4387 6.0813 -27.6122
H 9.0849 8.3362 -28.0872
H 8.0352 7.1713 -28.9897
H 9.7461 8.0056 -30.3515
C 13.3463 -6.4149 -26.4440
C 12.6896 -5.9463 -25.1271
O 13.2279 -6.5767 -24.0005
H 12.7491 -6.1934 -27.3285
H 13.5913 -7.4752 -26.5044
H 14.2941 -5.9006 -26.6030
H 11.6257 -6.1543 -25.2403
H 12.7461 -4.8624 -25.0274
H 12.8446 -6.2664 -23.1768
C 14.1156 3.2892 -32.2764
C 13.9373 4.1120 -30.9896
O 12.6932 3.6759 -30.5896
H 15.0344 3.5294 -32.8114
H 13.2884 3.2296 -32.9837
H 14.1852 2.2630 -31.9156
H 13.8840 5.1565 -31.2967
H 14.5755 3.9127 -30.1287
H 12.1209 4.4319 -30.4398
C 13.3679 0.1625 -23.7685
C 12.6722 0.4280 -25.1135
O 13.6110 0.3904 -26.2089
H 12.7630 0.5979 -22.9731
H 14.3427 0.6291 -23.6263
H 13.5960 -0.9021 -23.7157
H 12.1883 1.3925 -24.9598
H 11.8159 -0.2075 -25.3393
H 13.1703 0.7460 -26.9840
C 8.6878 2.7000 -37.2005
C 7.3894 2.0670 -37.7147
O 7.4701 2.0931 -39.1330
H 8.6577 3.7812 -37.3357
H 9.5728 2.2327 -37.6322
H 8.7836 2.6042 -36.1190
H 6.4786 2.5450 -37.3540
H 7.5301 1.0105 -37.4862
H 7.1044 1.2581 -39.4340
C 14.3259 -2.7655 -37.8101
C 13.3948 -1.9551 -36.9097
O 12.1175 -2.3722 -37.1489
H 14.3146 -3.8271 -37.5633
H 15.3573 -2.4130 -37.8066
H 14.0306 -2.6962 -38.8571
H 13.5269 -0.8826 -37.0526
H 13.6102 -2.2292 -35.8769
H 11.4785 -2.1289 -36.4751
C 9.0534 -1.1979 -29.7558
C 10.1290 -1.8643 -30.7377
O 9.9221 -1.2255 -31.9281
H 8.0543 -1.1928 -30.1917
H 9.3908 -0.1688 -29.6328
H 8.9872 -1.7867 -28.8409
H 10.0013 -2.9294 -30.9309
H 11.1251 -1.7331 -30.3151
H 10.2471 -0.3474 -31.7163

Energy above the lowest of the compared OMol25 structures with the same formula, charge and spin in kJ/mol: 685.12
Total charge: 0
LUMO energy in eV: -0.1008
HOMO in eV: -9.94
Gap between HOMO and LUMO in eV: 9.84

---

Below is a cluster of 14 separate species, C28H84O14 in total in a non-equilibrium geometry, with properties calculated with wB97M-V/def2-TZVPD.

Atoms and positions in Å:
C 5.0715 0.9384 1.0549
C 3.7080 0.4256 0.7166
O 2.8941 0.3397 1.8794
H 5.7613 0.8730 0.2150
H 5.5346 0.4316 1.9069
H 5.0262 1.9809 1.3810
H 3.7749 -0.5780 0.2685
H 3.2571 1.0577 -0.0544
H 2.0309 -0.0296 1.6346
C 0.6905 3.0651 -6.0351
C -0.2697 3.2386 -4.8617
O -0.0351 2.1555 -3.9672
H 0.4024 3.7682 -6.8207
H 0.6259 2.0783 -6.5002
H 1.7231 3.1939 -5.7153
H -1.3184 3.2194 -5.1773
H -0.0428 4.2022 -4.3933
H -0.5817 2.2895 -3.1709
C 1.9746 -2.1634 -3.9087
C 1.5318 -0.8868 -4.5924
O 1.8838 0.2381 -3.7755
H 1.8757 -2.9622 -4.6486
H 1.3272 -2.4307 -3.0734
H 3.0125 -2.0814 -3.5950
H 0.4737 -0.8081 -4.8592
H 2.0512 -0.7363 -5.5488
H 1.3062 0.9944 -3.9907
C -5.5552 -3.2876 1.3286
C -4.6579 -2.0938 1.0707
O -3.3454 -2.5022 0.7238
H -6.5858 -3.0000 1.5590
H -5.2419 -3.8079 2.2388
H -5.5796 -3.9981 0.5042
H -4.7144 -1.3481 1.8697
H -5.0606 -1.5077 0.2289
H -3.2830 -2.5662 -0.2423
C -3.9436 2.8688 -2.3140
C -2.9443 3.0176 -1.1842
O -1.6151 2.7766 -1.6557
H -3.7966 1.8434 -2.6640
H -3.7773 3.5041 -3.1821
H -4.9632 2.9423 -1.9415
H -3.1775 2.2675 -0.4225
H -2.9648 4.0153 -0.7325
H -1.0492 2.8013 -0.8544
C 6.7041 0.5643 -3.0293
C 5.3856 -0.1526 -3.1216
O 4.3567 0.7207 -2.6481
H 7.5086 -0.0991 -3.3626
H 6.9538 0.8358 -2.0035
H 6.7186 1.4422 -3.6711
H 5.3264 -1.1335 -2.6354
H 5.1651 -0.3610 -4.1799
H 3.5079 0.3918 -3.0081
C -1.4724 1.1240 2.1554
C -0.1869 1.9040 1.9042
O -0.3782 2.8902 0.8716
H -1.2884 0.3321 2.8811
H -1.8938 0.6319 1.2861
H -2.2339 1.7696 2.5999
H 0.6342 1.2696 1.5980
H 0.1689 2.3292 2.8477
H -0.9023 3.6070 1.2473
C -3.2020 -0.7632 -2.8151
C -2.5217 -2.1116 -3.0099
O -2.9928 -3.0128 -1.9900
H -2.8696 -0.2538 -1.9106
H -4.2803 -0.9189 -2.7524
H -3.0080 -0.0951 -3.6563
H -1.4378 -2.0227 -2.9435
H -2.8375 -2.4999 -3.9805
H -3.2906 -3.8092 -2.4348
C 0.8469 0.7231 4.8047
C 0.7889 0.2641 6.2468
O -0.2325 0.9519 6.9608
H -0.0950 0.4854 4.3021
H 1.6083 0.2812 4.1594
H 0.9671 1.8102 4.7698
H 1.7451 0.3937 6.7650
H 0.5520 -0.8017 6.2916
H -0.2158 1.8708 6.6750
C -3.7029 0.7731 6.5891
C -3.1567 -0.3290 5.7107
O -3.0509 0.1412 4.3615
H -4.6541 1.1685 6.2254
H -3.0465 1.6451 6.5526
H -3.8465 0.4267 7.6114
H -3.8809 -1.1576 5.7358
H -2.1829 -0.7152 6.0224
H -2.5483 -0.5663 3.9197
C 2.3708 3.7391 -1.8454
C 3.7859 4.0006 -2.3337
O 4.6977 3.2250 -1.5558
H 1.6473 4.2380 -2.5076
H 2.1852 4.1506 -0.8551
H 2.1147 2.6818 -1.9062
H 4.0482 5.0470 -2.1854
H 3.9167 3.7370 -3.3868
H 4.5928 2.2920 -1.8321
C -2.1501 -3.9611 3.9570
C -1.0696 -3.0204 3.4262
O -1.6825 -1.8554 2.8720
H -1.6799 -4.7306 4.5747
H -2.7321 -4.4020 3.1481
H -2.8305 -3.4477 4.6395
H -0.4588 -3.5454 2.6883
H -0.4108 -2.7260 4.2435
H -2.3230 -2.2021 2.2190
C 0.4305 0.5185 -0.8707
C -0.4318 -0.3601 0.0058
O 0.1435 -0.3835 1.3173
H 0.0445 0.5480 -1.8900
H 1.4646 0.1790 -0.8574
H 0.4075 1.5567 -0.5438
H -0.5053 -1.3737 -0.4064
H -1.4381 0.0653 0.0197
H -0.5723 -0.6699 1.9213
C 0.2671 -4.2829 0.0204
C 1.6917 -3.7415 0.1935
O 2.6008 -4.8490 0.1269
H 0.0552 -4.2644 -1.0491
H -0.4412 -3.6471 0.5516
H 0.1638 -5.3005 0.3924
H 1.7920 -3.1837 1.1278
H 1.9448 -3.1115 -0.6670
H 3.3973 -4.6028 0.6066

Energy above the lowest of the compared OMol25 structures with the same formula, charge and spin in kJ/mol: 194.27
Total charge: 0
LUMO energy in eV: 0.2248
HOMO in eV: -9.11
Gap between HOMO and LUMO in eV: 9.34

---

Below is a cluster of 14 separate species, C28H91N7O14 in total in a non-equilibrium geometry, with properties calculated with wB97M-V/def2-TZVPD.

Atoms and positions in Å:
C 2.4539 -4.8059 0.1279
C 3.5052 -3.7387 0.1234
C 4.5664 -4.1790 -0.8483
O 5.6209 -3.2531 -1.1387
C 6.7379 -3.7834 -1.8270
N 2.9458 -2.4923 -0.2296
H 1.6989 -4.5340 0.8656
H 2.7127 -5.8570 0.2555
H 1.9627 -4.9239 -0.8380
H 3.9842 -3.7620 1.1022
H 4.2425 -4.5905 -1.8043
H 4.9912 -5.0838 -0.4135
H 6.4254 -4.0656 -2.8324
H 7.2536 -4.5973 -1.3176
H 7.4822 -2.9877 -1.8573
H 2.4853 -2.4737 -1.1283
H 3.7031 -1.8332 -0.3393
C 1.9581 5.3088 -0.9302
C 0.5919 5.7765 -1.5156
C 0.2032 7.2363 -1.0295
O -0.5583 7.2199 0.1923
C -0.3380 8.3773 0.9853
N 0.6068 5.5784 -2.9924
H 2.3886 4.3685 -1.2745
H 2.0321 5.3837 0.1547
H 2.7786 5.9548 -1.2424
H -0.1521 5.1031 -1.0902
H -0.2986 7.8573 -1.7716
H 1.1313 7.8037 -0.9606
H -0.6094 9.2897 0.4543
H 0.6832 8.4753 1.3537
H -0.9342 8.3290 1.8965
H -0.2890 5.6023 -3.4583
H 1.2536 6.1400 -3.5276
C -3.9778 2.2787 -4.1118
C -3.2009 1.3982 -3.1588
C -3.9780 0.1861 -2.4997
O -5.3415 0.4955 -2.0734
C -5.8084 -0.4815 -1.1134
N -1.9539 1.1735 -3.9082
H -3.5110 3.1394 -4.5907
H -4.8133 2.7076 -3.5585
H -4.6728 1.7468 -4.7615
H -3.0913 2.0000 -2.2567
H -3.4638 0.0021 -1.5564
H -3.9613 -0.7751 -3.0134
H -6.8929 -0.5776 -1.0604
H -5.3183 -0.2963 -0.1576
H -5.6588 -1.4401 -1.6102
H -1.1654 0.8540 -3.3637
H -1.6496 2.0793 -4.2352
C -1.3346 -2.2171 -0.7818
C -0.6532 -1.8113 -2.0559
C 0.3785 -0.7066 -1.9467
O -0.3326 0.3121 -1.1907
C 0.5473 1.2142 -0.5325
N 0.0179 -3.0691 -2.5696
H -0.6424 -2.5363 -0.0026
H -2.0381 -3.0417 -0.8975
H -1.9724 -1.3837 -0.4874
H -1.5078 -1.4977 -2.6554
H 0.6284 -0.4519 -2.9766
H 1.2990 -0.9839 -1.4329
H 1.2712 0.7365 0.1278
H -0.0208 1.8138 0.1788
H 1.0518 1.8747 -1.2378
H 0.3806 -3.0419 -3.5119
H -0.6501 -3.8245 -2.5124
C -1.6050 -4.7401 4.6148
C -1.3626 -5.3575 3.2572
C -2.2140 -4.8462 2.0629
O -1.9021 -5.4184 0.8450
C -2.7174 -6.5867 0.4246
N 0.1004 -5.4189 3.0536
H -1.0466 -5.2001 5.4301
H -2.6533 -4.8122 4.9049
H -1.3532 -3.6909 4.7695
H -1.6848 -6.3424 3.5950
H -2.1233 -3.7694 1.9202
H -3.2446 -4.9727 2.3944
H -3.0627 -7.1113 1.3155
H -2.1734 -7.2263 -0.2705
H -3.5951 -6.2523 -0.1284
H 0.5868 -4.5408 3.1649
H 0.4341 -5.7388 2.1556
C 5.7472 0.3686 3.6302
C 5.0604 -0.0489 2.2868
C 4.5115 1.2387 1.6049
O 3.3053 1.6493 2.1760
C 3.4016 3.0526 2.5374
N 6.0298 -0.7943 1.4557
H 6.7546 0.7186 3.4050
H 5.8626 -0.4606 4.3282
H 5.0826 1.0258 4.1910
H 4.3117 -0.8091 2.5096
H 4.1734 0.9074 0.6230
H 5.2908 2.0007 1.6196
H 3.7106 3.5989 1.6462
H 4.0660 3.2556 3.3773
H 2.4149 3.4553 2.7663
H 6.8262 -1.2094 1.9178
H 5.6745 -1.4644 0.7887
C -0.9943 4.2837 1.6831
C -2.0619 4.6405 2.6546
C -1.9977 6.1106 3.0249
O -2.9146 6.5465 4.0905
C -2.3020 6.7304 5.4258
N -3.3724 4.1640 2.2437
H -1.2271 3.2729 1.3481
H 0.0669 4.3706 1.9165
H -0.9766 4.8406 0.7463
H -1.7960 4.0567 3.5358
H -2.4238 6.5741 2.1351
H -0.9997 6.5126 3.1995
H -1.7045 5.8695 5.7258
H -3.1059 6.9198 6.1372
H -1.6766 7.6127 5.5628
H -3.4111 3.1618 2.1246
H -3.8236 4.6652 1.4918
O -2.3211 -0.2947 2.4869
H -1.9165 -0.5144 1.6477
H -1.7599 0.3893 2.8521
O -2.7350 -1.0055 -5.6783
H -2.0063 -1.2128 -6.2634
H -2.4023 -0.3024 -5.1204
O -2.9883 -3.2853 -4.4240
H -3.2755 -3.0637 -3.5382
H -3.0431 -2.4609 -4.9073
O -4.9022 -3.7086 -1.0019
H -4.5837 -4.6072 -0.9164
H -5.3170 -3.5199 -0.1601
O 2.3420 -4.5398 -3.7047
H 1.7399 -4.1655 -3.0616
H 3.1416 -4.0213 -3.6151
O 1.4712 -1.4190 2.1444
H 1.5304 -1.9176 1.3295
H 2.2426 -0.8523 2.1355
O -1.5358 -5.5131 -2.7432
H -1.7044 -5.1743 -3.6224
H -1.0464 -6.3229 -2.8878

Energy above the lowest of the compared OMol25 structures with the same formula, charge and spin in kJ/mol: 68.49
Total charge: +1
LUMO energy (alpha / beta) in eV: -3.0030 / -8.5134
Spin multiplicity: 2
HOMO (alpha / beta) in eV: -10.41 / -10.41
Gap between HOMO and LUMO (alpha / beta) in eV: 7.41 / 1.90